Formula: C34H32CaNO7PS2
Source: the OMol25 dataset
Level of theory: the ωB97M-V functional and the def2-TZVPD basis

Geometry as ORCA input:
```
! RIJCOSX wB97M-V def2-TZVPD def2/J DEFGRID3
* xyz 0 1
Ca -0.1247 -1.1791 -0.8994
C 2.0937 -4.2057 -1.3957
C 2.5759 -2.8266 -1.0193
C 2.7352 -1.8520 -2.0028
C 3.1231 -0.5530 -1.6846
C 3.2002 0.5075 -2.7507
C 3.4247 -0.2592 -0.3565
C 3.3252 -1.2242 0.6421
C 3.7308 -0.9121 2.0606
C 2.8672 -2.4944 0.3021
H 1.0090 -4.2221 -1.5334
H 2.3480 -4.9371 -0.6301
H 2.5343 -4.5194 -2.3419
H 2.5165 -2.0996 -3.0336
H 2.2110 0.9453 -2.9098
H 3.5249 0.0889 -3.7024
H 3.8839 1.3066 -2.4662
H 3.7752 0.7358 -0.1070
H 2.8604 -0.7486 2.6993
H 4.3516 -0.0167 2.0975
H 4.2996 -1.7357 2.4934
H 2.7681 -3.2506 1.0736
O -0.1692 -3.5979 1.1657
N -0.0362 -2.2370 1.4113
C -0.0069 -2.0204 2.6626
C 0.2395 -0.7843 3.4118
C 0.4990 -1.0155 4.7690
C 0.7949 0.0046 5.6493
C 0.8194 1.3119 5.1888
C 0.5462 1.5629 3.8553
C 0.2578 0.5431 2.9457
P -0.1261 1.0218 1.2147
C 0.8303 2.5654 1.0231
C 0.2552 3.7344 0.5333
C 1.0396 4.8556 0.2972
C 2.4033 4.8235 0.5460
C 2.9830 3.6608 1.0366
C 2.2042 2.5392 1.2679
C -1.8532 1.5751 1.3297
C -2.5231 1.7968 2.5318
C -3.8510 2.1957 2.5267
C -4.5190 2.3784 1.3239
C -3.8627 2.1500 0.1248
C -2.5390 1.7365 0.1231
H -0.5987 -3.6654 0.2932
H -0.1324 -2.8993 3.2950
H 0.4776 -2.0339 5.1388
H 1.0019 -0.2208 6.6871
H 1.0392 2.1325 5.8588
H 0.5536 2.5877 3.5048
H -0.8098 3.7772 0.3417
H 0.5802 5.7596 -0.0816
H 3.0128 5.6981 0.3602
H 4.0467 3.6289 1.2393
H 2.6582 1.6367 1.6585
H -2.0142 1.6565 3.4781
H -4.3651 2.3588 3.4653
H -5.5581 2.6822 1.3248
H -4.3883 2.2714 -0.8136
H -2.0401 1.5188 -0.8128
O -3.8678 -3.0481 -1.0168
S -2.7072 -2.3104 -1.4124
O -2.4123 -1.1110 -0.6104
O -1.4564 -3.1095 -1.4391
C -3.0404 -1.6800 -3.0812
C -4.2858 -2.0670 -3.5570
C -4.7831 -1.6156 -4.7695
C -4.0251 -0.7448 -5.5295
C -2.7742 -0.3583 -5.0714
C -2.2605 -0.8093 -3.8616
S -0.5646 -0.2360 -3.5579
O 0.1877 -1.4495 -3.2138
O -0.1428 0.4376 -4.7498
O -0.5683 0.6121 -2.3468
H -4.8791 -2.7322 -2.9470
H -5.7577 -1.9472 -5.1011
H -4.3855 -0.3680 -6.4773
H -2.1602 0.2998 -5.6687
*
```

Calculated values
strongest force on any atom	1.1	eV/Å
molecular weight	701.816	u
HOMO-LUMO gap	0.307	Ha